#1
C2H3O2P in the gas phase. Source: the OMol25 dataset; level of theory: ωB97M-V with the def2-TZVPD basis set.

Results
SMILES string = C=COP=O
2S+1 = 1
E_HOMO = -9.853 eV
orbital gap = 9.48 eV

CARTESIAN COORDINATES (ANGSTROEM)
C  0.93  0.29  0.04
H  -1.27  0.28  0.17
H  1.00  1.21  0.49
C  -0.28  -0.29  -0.11
P  3.50  0.39  0.26
H  -0.55  -1.26  -0.54
O  2.11  -0.36  -0.20
O  4.51  -0.50  -0.25


#2
C2H3O2P in the gas phase. Source: the OMol25 dataset; level of theory: ωB97M-V with the def2-TZVPD basis set.

Results
SMILES string = O=CC(=O)P
2S+1 = 1
E_HOMO = -9.585 eV
orbital gap = 9.51 eV

CARTESIAN COORDINATES (ANGSTROEM)
C  -0.50  -1.09  -0.04
C  0.63  -0.27  0.46
H  -1.38  -1.31  0.62
O  -0.54  -1.44  -1.19
O  1.45  -0.74  1.19
P  0.41  1.68  0.23
H  -0.88  1.24  -0.06
H  0.82  1.92  -1.19


Of them, the most stable is #1 and the least stable is #2.


#1
C21H22N2O4 in the gas phase. Source: the OMol25 dataset; level of theory: ωB97M-V with the def2-TZVPD basis set.

Results
SMILES string = O=C(NC[C@H]1CCCO1)c1cccc(N2C(=O)[C@@H]3[C@H](C2=O)[C@H]2C=C[C@@H]3C2)c1
2S+1 = 1
E_HOMO = -9.162 eV
orbital gap = 9.87 eV

CARTESIAN COORDINATES (ANGSTROEM)
H  -1.73  6.37  -1.60
H  0.95  5.38  -1.91
C  2.92  -3.62  1.16
C  -1.80  5.58  -2.35
H  5.06  -3.73  -1.38
O  1.79  -0.17  0.08
H  2.48  -2.10  -1.78
H  -2.65  -1.34  3.86
H  4.14  -1.93  0.30
C  -1.25  -1.66  2.28
H  -2.58  4.63  0.19
C  -1.93  0.90  1.43
H  -2.78  5.64  -2.82
C  -1.02  0.15  0.70
C  -1.57  4.21  -1.68
C  0.14  -3.22  0.11
C  -2.34  2.28  1.02
C  3.52  -2.78  0.03
C  -2.53  0.35  2.56
H  -0.98  -2.65  2.61
C  3.43  -4.96  -0.68
C  1.38  -3.66  -0.65
C  2.24  -2.41  -0.77
H  -0.47  2.58  0.21
C  -2.19  -0.92  2.98
O  -0.80  -3.90  0.42
C  2.26  -4.62  0.20
C  -0.68  -1.12  1.13
H  -0.32  6.71  -3.51
H  -2.31  3.47  -2.00
H  1.71  -5.45  0.64
C  1.46  -1.32  -0.07
H  -0.94  5.26  -4.31
H  3.55  -5.91  -1.17
H  -3.26  0.94  3.10
H  3.69  -4.09  1.78
C  -1.60  4.30  -0.14
H  1.08  -4.12  -1.59
O  -0.30  3.74  -2.12
H  1.14  4.40  -3.39
H  -0.83  5.00  0.20
C  -0.65  5.69  -3.35
O  -3.45  2.73  1.24
C  0.41  4.81  -2.69
N  0.28  -1.87  0.40
H  2.23  -3.08  1.80
C  4.18  -3.87  -0.79
H  -0.59  0.53  -0.21
N  -1.35  3.01  0.44


#2
A molecular structure, C21H22N2O4. Source: the OMol25 dataset; level of theory: ωB97M-V with the def2-TZVPD basis set.

Results
2S+1 = 1
E_HOMO = -7.736 eV
orbital gap = 7.13 eV

CARTESIAN COORDINATES (ANGSTROEM)
C  -0.99  -1.28  -1.00
H  -2.87  -4.17  -0.64
H  -2.06  4.27  4.05
O  -1.34  0.07  3.34
O  -3.87  0.19  -0.04
C  3.75  0.36  0.36
O  -1.10  2.20  2.51
O  -3.39  -0.98  1.81
C  0.40  0.29  -4.17
H  3.21  1.34  2.22
H  -3.32  -2.82  0.40
H  4.04  -0.94  -1.34
H  -0.45  4.60  3.35
N  -3.08  -0.13  0.93
H  -0.63  4.31  5.11
H  5.37  1.32  -0.67
H  5.36  1.58  1.05
C  0.18  0.19  -2.80
C  1.03  -0.49  0.29
C  -0.82  2.54  3.93
H  5.85  0.01  0.41
C  -2.48  -3.25  -0.17
H  0.64  0.86  -2.11
C  1.98  -0.93  -0.67
H  -0.08  -0.51  -6.16
C  -1.20  -1.52  -4.60
C  5.16  0.84  0.28
C  -0.41  -0.87  0.26
H  0.19  2.21  4.23
C  -1.35  -1.62  -3.22
H  0.92  0.37  2.28
H  -2.78  -3.22  -2.88
C  1.56  0.21  1.40
H  -1.57  2.03  4.57
H  -1.70  -3.54  0.55
C  -1.39  0.87  2.37
N  -2.15  -2.51  -2.49
H  -0.80  -1.23  1.19
H  1.10  1.01  -4.59
C  -1.94  -2.33  -1.17
C  -0.27  -0.57  -5.08
H  -1.81  -2.14  -5.27
C  -0.99  4.03  4.11
H  -1.38  1.20  0.14
C  2.87  0.69  1.39
C  -0.67  -0.78  -2.31
H  1.69  -1.61  -1.48
C  3.32  -0.56  -0.60
C  -1.68  0.43  0.93


Of them, the most stable is #1 and the least stable is #2.


#1
A gas-phase ion, C2H4NO2S (charge -1). Source: the OMol25 dataset; level of theory: ωB97M-V with the def2-TZVPD basis set.

Results
SMILES string = CN(S)C(=O)[O-]
2S+1 = 1
E_HOMO = -4.252 eV
orbital gap = 7.74 eV
net charge = -1

CARTESIAN COORDINATES (ANGSTROEM)
N  0.77  0.22  0.13
S  0.81  1.93  0.21
H  -0.65  -1.23  0.41
H  -1.08  -0.17  -0.86
C  -0.56  -0.19  0.14
C  2.07  -0.67  0.02
H  -1.23  0.57  0.64
O  1.81  -1.81  0.32
H  0.59  2.22  -1.04
O  3.09  -0.06  -0.27


#2
A molecular structure, C2H4NO2S. Source: the OMol25 dataset; level of theory: ωB97M-V with the def2-TZVPD basis set.

Results
2S+1 = 1
E_HOMO (alpha / beta) = -2.890 / -2.891 eV
orbital gap (alpha / beta) = 6.95 / 6.96 eV
net charge = -1

CARTESIAN COORDINATES (ANGSTROEM)
H  -1.56  -1.30  -0.63
H  -0.12  -1.24  0.43
C  -1.00  -0.74  -0.02
S  -1.93  -0.09  1.35
O  -0.95  1.58  -0.42
C  -0.40  0.38  -0.85
N  -2.47  1.54  -0.06
O  -3.27  1.26  -1.01
H  -0.53  0.32  -1.93
H  0.72  0.57  -0.64


Of them, the most stable is #1 and the least stable is #2.


#1
2 unconnected molecules or ions with the total composition C6H6O. Source: the OMol25 dataset; level of theory: ωB97M-V with the def2-TZVPD basis set.

Results
SMILES string = C#CC=O.C=C=C
2S+1 = 1
E_HOMO = -9.909 eV
orbital gap = 10.09 eV

CARTESIAN COORDINATES (ANGSTROEM)
C  0.69  -0.11  -1.46
H  -1.39  -2.21  2.64
C  -0.43  0.99  0.99
C  1.90  0.16  -1.08
O  0.66  1.47  1.13
C  -1.13  -1.31  2.13
H  1.87  0.70  -0.14
H  -1.19  0.49  -2.11
H  2.83  -0.13  -1.56
H  -1.14  -1.07  -1.11
C  -0.62  -0.21  -1.52
C  -0.80  -0.29  1.58
H  -1.26  1.54  0.52


#2
C6H6O in the gas phase. Source: the OMol25 dataset; level of theory: ωB97M-V with the def2-TZVPD basis set.

Results
SMILES string = C#CC[C@H](O)C#C
2S+1 = 1
E_HOMO = -8.580 eV
orbital gap = 9.34 eV

CARTESIAN COORDINATES (ANGSTROEM)
O  -1.48  -1.19  -0.20
C  -0.03  0.85  0.99
H  -1.93  1.09  -0.08
H  0.42  0.47  -3.28
C  -0.07  0.00  -2.48
C  -1.01  0.50  -0.12
H  -0.70  -1.70  0.09
H  -0.59  0.95  1.93
C  1.04  -0.14  1.14
C  1.88  -1.00  1.25
C  -0.57  0.07  -1.36
H  2.65  -1.74  1.35
H  0.39  1.84  0.77


#3
C6H6O in the gas phase. Source: the OMol25 dataset; level of theory: ωB97M-V with the def2-TZVPD basis set.

Results
SMILES string = C#CC[C@H](O)C#C
2S+1 = 1
E_HOMO = -10.004 eV
orbital gap = 10.31 eV

CARTESIAN COORDINATES (ANGSTROEM)
C  1.49  0.54  0.03
C  -0.58  -0.71  -0.61
O  -0.13  -0.02  1.71
H  -0.46  0.88  1.55
C  -2.20  1.39  -0.86
C  2.62  0.10  0.15
H  -2.86  2.22  -0.96
C  -1.47  0.44  -0.79
C  0.42  -0.45  0.51
H  -1.15  -1.60  -0.35
H  -0.02  -0.91  -1.53
H  3.46  -0.48  0.41
H  0.89  -1.41  0.74


Of them, the most stable is #1 and the least stable is #2.